13 unconnected molecules or ions with the total composition C34H94O29S13 in a non-equilibrium geometry, computed with ωB97M-V/def2-TZVPD.

- highest occupied orbital energy (eV) = -9.005
- relative energy (zero: lowest compared OMol25 entry of this formula, charge and spin) (kJ/mol) = 341.6
- 2S+1 = 1
- frontier orbital gap (eV) = 8.674
- total energy (hartree) = -8709.80868

The geometry in XYZ format:
```
170
Properties=species:S:1:pos:R:3:forces:R:3:mulliken_charge:R:1
O -3.75262 -7.08945 -0.42830 1.070 1.030 -0.862 -0.670
S -2.75473 -6.04910 -0.24840 -0.584 -0.960 2.290 1.173
O -1.43554 -6.11742 -0.87452 -1.736 0.410 0.478 -0.614
O -3.48372 -4.57980 -0.53576 0.295 -1.611 3.242 -0.203
C -3.22714 -4.09966 -1.80038 0.053 0.665 -2.485 -0.583
C -3.83824 -2.73299 -2.07610 -0.246 0.507 1.163 -1.010
C -2.59732 -5.95678 1.61799 0.583 0.666 -2.268 -0.176
H -3.80432 -4.79117 -2.41421 0.983 -0.202 -1.034 0.423
H -2.13777 -4.07406 -1.82727 -0.019 -0.227 -1.291 0.526
H -3.18775 -1.89926 -1.81177 0.024 -0.047 0.480 0.004
H -4.72862 -2.73909 -1.44739 -0.170 0.558 0.044 0.368
H -4.17516 -2.45869 -3.07577 0.174 -0.887 -0.278 0.444
H -3.59556 -6.14466 2.01334 0.265 0.310 0.034 0.458
H -2.15848 -4.96404 1.71793 -0.406 0.025 0.625 -0.496
H -1.83371 -6.66498 1.93964 -0.222 -0.150 -0.167 0.396
O -2.73508 0.51485 -3.86266 -0.673 0.024 0.048 -0.119
S -4.11524 0.87011 -4.09951 -0.670 1.350 0.733 0.999
O -4.95686 -0.00185 -4.89178 0.650 0.952 1.537 -0.674
O -4.81343 1.17830 -2.56975 0.622 -0.875 -2.734 -0.444
C -4.03001 1.89357 -1.58034 -0.161 -0.176 0.120 0.892
C -4.98173 2.12077 -0.44754 0.391 -0.137 0.308 -1.556
C -4.19171 2.59624 -4.79633 0.190 -1.192 1.371 -0.930
H -3.75637 2.88834 -1.93200 0.518 -0.233 -0.434 0.095
H -3.19616 1.28114 -1.23724 0.212 0.279 -0.453 -0.219
H -4.50078 2.79378 0.26228 -0.169 0.226 -0.019 0.430
H -5.11351 1.18046 0.08776 -0.641 0.057 -0.110 0.214
H -5.87745 2.56294 -0.88373 -0.232 -0.158 0.566 0.467
H -3.89413 2.56227 -5.84437 -0.345 -0.010 0.127 0.392
H -3.49326 3.16621 -4.18363 0.224 -0.066 -0.219 0.101
H -5.17555 2.98215 -4.52941 -0.122 -0.215 -0.651 0.412
O 5.43667 -1.34588 0.99234 -1.894 0.304 -1.806 -0.639
S 4.55803 -1.20030 -0.18004 -0.108 -2.142 0.041 0.896
O 3.10459 -1.43681 -0.12219 2.616 0.490 0.035 -0.301
O 4.76956 0.22149 -0.85493 -0.956 -0.759 -0.056 0.056
C 5.88027 0.92981 -0.36878 2.568 1.570 -1.228 -0.354
C 5.55454 1.70883 0.83627 -0.567 -0.827 2.217 -1.139
C 5.27146 -2.31283 -1.51223 -0.897 0.666 0.554 -1.069
H 6.26202 1.64414 -1.09823 -0.709 -0.262 -0.872 0.140
H 6.72702 0.25273 -0.25615 -0.086 -0.134 0.394 0.537
H 6.10190 2.61940 1.07991 0.060 -0.056 -0.622 0.369
H 5.75013 0.99952 1.64047 -0.225 0.349 0.598 0.406
H 4.47726 1.87386 0.85418 -0.007 0.406 -0.013 0.097
H 5.44507 -3.30313 -1.09121 0.100 0.248 0.170 0.437
H 6.16844 -1.86534 -1.94033 0.073 0.005 0.421 0.345
H 4.53822 -2.39068 -2.31498 -0.109 0.069 0.260 0.267
O 6.01354 3.16543 -5.61709 0.889 -0.799 2.407 -0.615
S 6.43451 2.74727 -4.26894 -0.969 -0.482 -1.941 1.151
O 6.77764 3.77114 -3.29679 -0.602 -1.930 -0.643 -0.602
O 5.18795 1.75686 -3.66526 2.372 1.467 0.718 -0.149
C 4.43250 0.99297 -4.60012 -0.301 0.335 -1.686 -0.411
C 3.83644 -0.26629 -4.02193 0.368 0.061 0.217 -0.445
C 7.82836 1.47123 -4.52508 -0.968 0.875 0.109 -0.917
H 5.06961 0.70642 -5.43683 0.172 0.004 -0.097 0.480
H 3.68023 1.65656 -5.02653 -0.183 -0.064 0.198 0.135
H 3.12895 -0.68815 -4.73579 -0.211 0.249 0.001 0.379
H 3.35499 -0.07088 -3.06374 -0.026 -0.151 -0.038 -0.322
H 4.61006 -1.02842 -3.92830 0.042 0.061 0.330 0.321
H 8.77457 1.98198 -4.70374 -0.261 0.333 0.148 0.405
H 7.55517 0.95466 -5.44520 -0.150 -0.024 0.185 0.326
H 7.93022 0.78585 -3.68367 -0.268 0.227 0.022 0.240
O -2.27184 6.93748 1.50877 2.038 -0.248 -0.505 -0.636
S -0.95226 6.97495 0.88994 -0.371 0.094 -1.333 1.203
O -0.49922 8.22800 0.29172 -0.167 -1.649 1.272 -0.618
O 0.09475 6.32135 1.95688 -1.978 0.839 -0.219 -0.353
C 1.49944 6.36312 1.82931 1.165 1.663 0.549 -0.079
C 2.08151 5.17934 2.52031 -0.574 -1.336 -1.378 -0.783
C -0.79991 5.65591 -0.39124 -0.133 0.248 0.689 -0.463
H 1.94004 7.16725 2.41867 -0.731 0.818 0.052 0.359
H 1.83116 6.60589 0.81980 -0.145 -0.688 -0.308 0.180
H 1.54990 4.93233 3.43927 0.573 0.570 0.362 0.481
H 3.15721 5.35044 2.56147 -0.056 -0.364 0.577 0.341
H 1.86515 4.31020 1.89912 0.391 -0.452 -0.170 -0.210
H -1.70061 5.51659 -0.98910 -0.175 0.348 0.331 0.496
H -0.60742 4.75293 0.18814 -0.098 -0.046 -0.194 -0.024
H 0.03343 5.87718 -1.05809 0.132 0.257 0.313 0.054
O 0.22622 2.31576 5.49160 2.520 -0.436 -0.170 -0.621
S 1.66797 2.09227 5.30095 -1.234 -0.090 -0.098 1.206
O 2.58702 3.20661 5.28950 -0.647 -0.978 0.548 -0.584
O 2.21385 0.97906 6.37607 -1.581 0.388 -0.710 -0.438
C 1.32526 -0.20755 6.60280 0.464 -0.048 0.226 -0.066
C 2.14888 -1.44774 6.36419 0.811 -0.440 0.155 -1.078
C 1.96643 1.14219 3.81418 -0.083 -0.121 0.633 -0.200
H 0.40117 -0.30018 6.03221 0.302 0.864 -0.716 0.088
H 0.96024 -0.13680 7.62743 0.457 0.085 0.184 0.435
H 1.58183 -2.34783 6.60167 -0.129 0.071 0.080 0.281
H 3.07275 -1.46819 6.94223 -0.158 0.142 0.468 0.391
H 2.53421 -1.59195 5.35483 -0.522 0.373 -0.354 0.227
H 2.99857 0.80770 3.91857 -0.003 0.131 -0.245 0.419
H 1.80239 1.72905 2.91041 -0.095 -0.019 0.186 0.120
H 1.31055 0.27500 3.89093 -0.115 0.035 -0.283 -0.213
O -5.58564 -2.64558 7.54536 -0.903 0.662 -2.798 -0.601
S -6.40175 -2.20272 6.40280 -0.666 -0.921 0.323 1.164
O -6.68088 -0.79772 6.19245 0.739 -1.222 -0.030 -0.600
O -5.87316 -2.91662 4.99062 0.656 0.096 2.901 -0.198
C -6.42180 -2.60003 3.73671 0.378 1.634 -1.218 -0.537
C -5.46666 -1.65528 2.93080 -1.221 -0.790 0.106 -0.661
C -8.02751 -3.01654 6.51945 0.799 0.233 -0.006 -0.963
H -7.39954 -2.12294 3.80391 -0.063 0.038 0.327 0.388
H -6.56345 -3.53925 3.20200 0.109 -0.047 0.073 0.346
H -5.12706 -0.77475 3.47617 0.112 -0.366 0.319 0.317
H -6.08068 -1.26227 2.12048 0.165 -0.079 -0.339 0.392
H -4.65812 -2.25829 2.51758 0.195 0.321 0.066 -0.038
H -8.27117 -2.93599 7.57881 -0.403 0.269 -0.218 0.397
H -8.03056 -4.07080 6.24264 0.470 0.117 0.000 0.297
H -8.65558 -2.46061 5.82334 -0.224 0.014 0.453 0.328
O -0.83704 2.26831 -0.99666 0.913 -2.070 0.653 -0.115
S -0.01016 1.12867 -0.58757 -2.310 -1.362 -1.513 0.425
O 1.10549 1.34606 0.24829 1.203 0.258 0.642 -0.308
O -0.98663 -0.01191 0.20027 1.215 1.841 -1.058 -0.165
C -0.29810 -1.08003 0.92356 -1.165 -0.758 -0.376 0.547
C -1.41325 -2.14873 1.16375 0.621 0.551 -0.042 -0.501
C 0.44213 0.12799 -2.13454 -0.296 1.361 0.873 -0.044
H 0.20383 -0.74943 1.83288 -0.469 0.351 0.042 -0.481
H 0.47901 -1.50694 0.28957 0.041 0.001 -0.137 0.251
H -2.39401 -1.75056 1.42389 0.245 0.558 0.235 0.332
H -1.10382 -2.78382 1.99382 0.049 -0.189 -0.179 -0.111
H -1.61224 -2.70721 0.24909 0.340 -0.231 0.021 -0.009
H 1.17987 -0.63873 -1.89792 -0.496 -0.220 0.324 0.390
H 0.91139 0.77801 -2.87303 0.059 0.528 0.284 0.052
H -0.51856 -0.15665 -2.56366 0.094 -0.446 0.325 -0.234
C 2.19218 3.81330 -1.32816 -0.024 0.275 -0.236 0.686
S 3.01285 5.36665 -2.04415 -1.717 0.320 2.995 0.410
O 2.17050 6.53723 -1.49183 0.830 -1.307 -1.256 -0.660
C 4.38761 5.26851 -0.85686 0.324 0.096 -0.756 -0.662
H 1.55986 3.34075 -2.07979 0.548 -0.159 -0.262 -0.392
H 1.50827 3.99180 -0.49839 0.172 0.961 0.008 -0.143
H 2.93549 3.15795 -0.87416 0.175 -0.194 -0.659 0.020
H 4.07124 5.07377 0.16787 -0.272 -0.059 -0.202 0.030
H 4.91365 6.22196 -0.90494 -0.028 -0.034 -0.056 0.501
H 5.03215 4.48443 -1.25421 0.210 -0.072 0.233 0.137
C 1.38208 -4.61500 1.31466 -0.229 -1.025 -0.740 -0.202
S 1.53639 -5.83906 2.70377 0.407 0.911 0.218 0.442
O 0.16937 -6.06277 3.27680 0.329 -0.189 -0.661 -0.543
C 2.06855 -7.30331 1.73246 -0.206 0.192 -0.426 -0.977
H 2.30530 -4.61352 0.73522 0.170 -0.033 0.201 0.400
H 1.10433 -3.58011 1.51454 0.233 -0.263 0.954 -0.210
H 0.60447 -4.99429 0.65166 -0.136 -0.215 -0.074 0.090
H 1.31396 -7.57490 0.99427 -0.166 -0.067 0.151 0.267
H 2.30501 -8.13713 2.39348 -0.470 0.188 0.288 0.368
H 3.00008 -7.13039 1.19353 0.008 0.555 0.058 0.357
C -0.13911 4.94161 -4.10408 -0.336 -1.221 -0.179 -0.515
S 0.55966 3.66201 -5.22927 0.905 -0.762 -0.187 0.092
O 1.81846 3.04420 -4.64922 -0.870 0.521 0.127 -0.337
C -0.72744 2.35765 -5.04575 -0.238 1.579 1.020 -0.308
H 0.51367 5.80228 -3.95840 0.143 -0.264 -0.138 0.411
H -0.40322 4.44062 -3.17276 0.138 0.196 0.222 -0.268
H -1.06126 5.23718 -4.60445 -0.029 0.211 -0.010 0.506
H -1.60276 2.75278 -5.56130 0.157 -0.562 -0.557 0.550
H -1.04439 2.35637 -4.00285 0.295 -0.194 0.258 -0.240
H -0.38865 1.35790 -5.31746 0.027 0.501 -0.517 0.150
C -0.78127 -1.47005 -5.28473 0.840 -0.683 -0.880 -0.176
S -1.93383 -1.56518 -6.74000 0.178 3.524 -0.159 0.486
O -1.99815 -0.10034 -7.30347 0.107 -2.767 1.063 -0.630
C -0.95939 -2.43650 -7.97264 0.667 -0.417 -0.057 -0.967
H 0.26070 -1.25988 -5.52601 0.047 0.144 -0.878 0.256
H -0.72544 -2.49255 -4.91126 -0.437 0.095 0.622 0.565
H -1.01720 -0.67794 -4.57410 -0.938 -0.573 -0.178 -0.536
H -1.46166 -2.24584 -8.92105 0.073 0.290 0.105 0.340
H -0.90561 -3.52082 -7.87542 -0.350 -0.047 0.497 0.362
H 0.07403 -2.08997 -7.97891 -0.146 0.373 -0.149 0.281
C -1.73758 -2.44712 6.92791 0.206 -0.338 0.324 -0.956
S -2.10579 -2.10290 5.19246 -0.026 -0.068 -0.522 0.413
O -0.84587 -1.61509 4.53042 -0.167 -0.156 0.363 -0.517
C -2.26015 -3.81853 4.62954 0.312 -0.609 0.412 -0.304
H -1.30940 -1.55855 7.39181 -0.077 0.138 -0.272 0.327
H -1.03193 -3.27053 7.03821 0.142 0.021 -0.237 0.283
H -2.63154 -2.71091 7.49301 -0.271 0.084 -0.298 0.349
H -2.25909 -3.91342 3.54368 -0.138 0.578 0.128 -0.647
H -3.13289 -4.33949 5.02328 -0.185 0.340 0.126 0.584
H -1.37771 -4.35777 4.97394 0.145 0.039 -0.005 0.430
```
Forces are in eV/Å.